Record 1
56
Properties=species:S:1:pos:R:3:forces:R:3:mulliken_charge:R:1 method="wB97M-V/def2-TZVPD" spin_multiplicity=5 energy_ha=-2926.2494 orbital_gap_ev="6.07 / 5.86" lumo_ev="-3.763 / -5.116" total_charge=+1
C 3.959 -0.303 2.895 0.2 0.1 0.1 -2.01
C 2.673 -0.596 2.119 0.1 -0.1 0.0 1.64
C 2.741 -1.998 1.515 0.0 -0.2 0.1 -1.73
C 1.502 -0.497 3.097 -0.1 -0.1 0.1 -1.42
C 2.493 0.457 1.003 0.0 0.2 1.0 -0.10
C 3.658 0.546 0.057 0.6 -0.3 -0.2 -1.11
C 3.388 1.578 -1.003 0.0 0.4 -0.2 -0.77
N 2.131 1.243 -1.679 -0.3 -0.1 0.5 0.20
C 1.765 1.715 -2.954 0.0 0.0 0.1 0.27
C 0.492 1.282 -3.311 0.3 0.4 -0.5 0.80
C -0.072 1.696 -4.517 0.2 0.0 0.0 -0.58
C 0.672 2.542 -5.355 -0.1 -0.2 0.3 -0.60
C 1.955 2.972 -4.984 -0.1 -0.3 0.4 -0.66
C 2.513 2.563 -3.763 -0.1 0.0 -0.3 -0.77
S -0.209 0.278 -2.058 -0.2 0.0 0.0 -0.05
C 1.156 0.561 -1.028 0.6 0.4 -0.3 0.44
N 1.272 0.184 0.237 1.5 0.9 -1.0 0.34
H 3.960 0.732 3.264 0.1 -0.2 0.0 0.39
H 4.033 -0.969 3.764 0.0 0.2 -0.2 0.47
H 4.858 -0.460 2.287 -0.2 0.0 0.1 0.42
H 1.901 -2.178 0.833 0.2 0.0 0.1 0.24
H 3.677 -2.153 0.966 -0.2 -0.1 0.1 0.39
H 2.687 -2.746 2.317 0.1 0.1 -0.2 0.45
H 0.557 -0.807 2.635 0.2 0.1 0.3 0.23
H 1.686 -1.159 3.953 -0.1 0.2 -0.2 0.49
H 1.398 0.531 3.468 -0.1 -0.2 0.0 0.35
H 2.384 1.435 1.509 -0.1 -0.2 -0.2 0.39
H 4.559 0.829 0.610 -0.2 0.0 -0.1 0.42
H 3.845 -0.434 -0.406 0.0 0.2 0.0 0.36
H 3.314 2.581 -0.555 0.0 -0.2 -0.2 0.34
H 4.187 1.595 -1.748 -0.1 0.0 0.0 0.58
H -1.073 1.357 -4.773 0.2 0.2 -0.1 0.42
H 0.244 2.868 -6.304 0.1 -0.1 0.3 0.39
H 2.522 3.627 -5.645 -0.2 -0.2 0.2 0.40
H 3.502 2.890 -3.437 -0.3 0.0 -0.2 0.36
O -8.362 -2.451 0.721 2.3 0.9 0.0 -0.33
C -7.293 -1.996 0.766 -3.5 -2.0 -0.4 0.26
Fe -5.798 -1.133 1.088 2.0 -0.3 -0.5 0.04
C -6.395 0.430 0.574 -2.1 3.5 -0.4 0.19
O -6.931 1.452 0.416 1.3 -2.0 0.1 -0.35
C -6.285 -0.826 2.756 -1.3 0.5 3.7 0.26
O -6.803 -0.587 3.768 1.2 -0.5 -2.1 -0.32
C -0.836 -0.651 0.700 -3.1 -2.5 0.2 -0.78
C -1.003 -1.997 0.869 0.3 -0.2 0.1 0.61
C -2.212 -2.730 0.808 0.9 -1.0 1.0 -1.15
C -3.461 -2.366 0.343 -1.5 1.6 -0.8 -0.26
C -3.927 -1.045 0.026 0.6 -2.4 -0.7 -0.07
C -3.208 0.144 0.357 1.8 1.1 -0.1 -0.63
C -1.837 0.303 0.563 -2.0 1.8 0.0 0.23
H 0.354 -0.184 0.768 0.9 0.3 -0.3 -0.04
H -0.121 -2.605 1.090 -0.2 0.2 -0.1 0.26
H -2.100 -3.777 1.115 0.0 0.4 -0.3 0.33
H -4.167 -3.189 0.143 0.4 0.4 -0.1 0.46
H -4.649 -0.975 -0.822 0.1 -0.1 0.8 0.57
H -3.790 1.075 0.328 0.4 -0.3 -0.1 0.32
H -1.506 1.348 0.613 -0.2 -0.3 0.1 0.43


Record 2
54
Properties=species:S:1:pos:R:3:forces:R:3:mulliken_charge:R:1 method="wB97M-V/def2-TZVPD" smiles="O=C(Nc1ccc(Oc2cccnc2)cc1)C1CCN(Cc2ccccc2)CC1" energy_ha=-1244.3115 orbital_gap_ev=8.77 lumo_ev=0.623 e_above_lowest_kj_mol=124.3
O -2.037 -2.357 1.781 0.0 0.1 0.3 -0.64
C -2.117 -2.207 0.581 -0.1 -0.3 -0.4 -0.03
N -1.034 -1.987 -0.221 0.0 -0.2 -0.4 -0.12
C 0.220 -1.488 0.144 0.3 0.1 0.2 0.41
C 0.596 -1.269 1.465 -0.2 -0.1 0.0 -0.37
C 1.824 -0.706 1.749 0.5 0.1 -0.3 -0.89
C 2.696 -0.359 0.725 -0.5 -0.2 -0.1 0.29
C 2.325 -0.573 -0.597 0.2 0.2 0.2 -0.19
C 1.097 -1.135 -0.880 -0.1 -0.1 0.2 -0.71
H 0.809 -1.288 -1.911 0.0 0.0 -0.1 0.35
H 2.989 -0.289 -1.400 0.0 0.0 -0.1 0.58
O 3.865 0.280 1.073 0.0 0.2 0.2 -0.45
C 5.022 0.008 0.407 0.6 0.0 -0.2 0.56
C 6.021 0.981 0.424 -0.3 -0.2 0.0 -0.65
C 7.224 0.710 -0.200 -0.1 -0.1 0.0 -0.31
C 7.388 -0.523 -0.815 0.2 0.2 0.0 -0.38
N 6.450 -1.454 -0.821 0.2 -0.3 -0.2 -0.60
C 5.300 -1.203 -0.227 -0.5 0.1 0.3 -0.25
H 4.572 -2.004 -0.245 -0.1 0.0 0.0 0.52
H 8.308 -0.784 -1.320 0.1 0.1 0.0 0.36
H 8.017 1.441 -0.208 0.1 0.0 0.0 0.38
H 5.836 1.920 0.924 0.0 0.1 0.0 0.42
H 2.118 -0.524 2.771 0.0 0.0 0.1 0.43
H -0.077 -1.537 2.262 0.0 0.0 0.0 0.59
H -1.186 -2.022 -1.218 -0.1 0.1 0.2 0.22
C -3.475 -2.248 -0.130 -0.3 -0.1 0.1 0.73
C -3.540 -1.650 -1.535 0.2 0.2 0.1 -1.95
C -3.174 -0.167 -1.522 0.0 -0.1 -0.2 0.42
N -4.004 0.586 -0.598 -0.1 -0.1 -0.1 0.04
C -4.008 0.020 0.742 -0.2 -0.2 0.1 -0.37
C -4.451 -1.439 0.732 0.2 0.1 0.2 -1.42
H -5.459 -1.520 0.324 0.0 0.0 0.0 0.51
H -4.448 -1.818 1.754 0.0 0.0 0.0 0.49
H -4.706 0.610 1.343 0.1 0.0 0.1 0.46
H -3.014 0.077 1.216 -0.1 0.0 0.0 0.24
C -3.648 2.005 -0.595 0.0 0.0 0.0 -1.62
C -2.226 2.260 -0.153 0.0 0.1 0.0 0.79
C -1.187 2.258 -1.078 -0.1 0.1 0.0 -0.44
C 0.132 2.337 -0.666 0.1 0.0 -0.1 -0.42
C 0.434 2.420 0.682 0.1 0.0 0.0 -0.36
C -0.592 2.454 1.611 0.0 0.0 0.1 -0.67
C -1.910 2.377 1.196 0.0 0.1 -0.1 -0.38
H -2.704 2.414 1.928 -0.1 0.0 0.1 0.36
H -0.365 2.535 2.663 0.0 0.0 0.1 0.40
H 1.462 2.465 1.006 0.1 0.0 0.0 0.46
H 0.926 2.327 -1.398 0.1 0.0 -0.1 0.41
H -1.414 2.202 -2.134 0.0 0.0 -0.1 0.32
H -4.350 2.514 0.070 0.0 0.0 -0.1 0.53
H -3.800 2.379 -1.612 0.0 0.1 0.1 0.49
H -3.338 0.252 -2.521 0.1 0.0 0.0 0.36
H -2.104 -0.049 -1.281 -0.1 0.0 -0.1 -0.19
H -2.905 -2.185 -2.247 0.0 0.0 -0.1 0.45
H -4.569 -1.751 -1.887 0.0 -0.1 -0.1 0.53
H -3.791 -3.297 -0.155 0.1 0.1 0.0 0.35


Record 3
57
Properties=species:S:1:pos:R:3:forces:R:3:mulliken_charge:R:1 method="wB97M-V/def2-TZVPD" smiles="CCOC(=O)C1=C(C)Nc2ccccc2N=C1NC(=O)/C=C/c1ccc(OC)cc1OC" energy_ha=-1470.0079 orbital_gap_ev=8.06 lumo_ev=0.271 e_above_lowest_kj_mol=227.7
C -3.881 -0.160 -2.659 0.5 -0.1 -0.1 -1.01
C -2.661 -0.652 -3.417 -0.5 -0.2 -0.4 -0.41
H -2.692 -0.354 -4.471 0.0 -0.1 0.2 0.38
H -2.583 -1.745 -3.372 0.0 0.1 -0.1 0.25
O -1.499 -0.090 -2.814 0.2 -0.1 0.1 -0.24
C -0.419 0.106 -3.591 -0.1 -0.4 -0.4 -0.13
O -0.379 -0.254 -4.749 -0.1 0.1 0.1 -0.71
C 0.650 0.760 -2.819 0.2 0.1 0.3 0.11
C 1.970 0.636 -3.148 -0.2 0.0 -0.1 0.83
N 2.986 1.057 -2.335 0.2 0.2 -0.3 -0.16
C 3.019 0.903 -0.929 -0.2 -0.1 0.5 0.75
C 4.183 0.423 -0.350 0.0 0.0 0.1 -0.70
C 4.265 0.220 1.019 0.1 0.0 -0.1 -0.76
C 3.173 0.500 1.819 0.0 0.0 0.1 -0.81
C 2.018 1.009 1.254 0.2 -0.1 -0.1 -0.32
C 1.919 1.217 -0.119 0.5 -0.4 -0.1 0.04
N 0.775 1.830 -0.575 -0.3 0.7 -0.4 -0.48
C 0.208 1.618 -1.690 0.7 -0.1 0.3 0.65
N -0.951 2.330 -1.960 -0.1 0.4 -0.5 0.03
C -1.929 2.767 -1.089 0.1 -0.1 -0.2 -0.20
O -2.784 3.530 -1.487 -0.1 0.1 0.1 -0.64
C -1.898 2.206 0.272 -0.4 -0.5 0.4 -0.40
C -1.698 0.906 0.501 -0.2 0.5 -0.3 0.11
C -1.615 0.275 1.804 0.1 -0.4 0.2 0.16
C -2.240 0.781 2.942 0.2 -0.3 -0.1 -0.40
C -2.096 0.180 4.171 0.1 -0.1 0.2 -0.89
C -1.298 -0.957 4.300 -0.1 0.3 -0.1 0.57
C -0.659 -1.482 3.180 0.2 -0.4 0.1 -0.39
C -0.820 -0.881 1.938 -0.3 0.4 0.0 0.21
O -0.220 -1.330 0.801 -0.3 0.3 0.1 -0.20
C 0.704 -2.383 0.881 0.2 -0.2 0.0 -1.06
H 1.540 -2.133 1.542 0.0 0.0 0.0 0.38
H 1.082 -2.518 -0.132 0.0 0.0 0.1 0.22
H 0.234 -3.315 1.214 0.0 0.1 0.0 0.37
H -0.038 -2.357 3.274 0.1 -0.1 0.0 0.52
O -1.206 -1.480 5.552 -0.2 0.3 -0.1 -0.47
C -0.427 -2.633 5.755 0.1 -0.2 0.0 -0.79
H -0.805 -3.482 5.175 0.0 0.0 0.0 0.32
H 0.625 -2.459 5.505 0.0 0.0 0.0 0.31
H -0.509 -2.861 6.817 0.0 0.0 -0.1 0.24
H -2.586 0.566 5.049 -0.1 0.1 0.1 0.45
H -2.866 1.655 2.847 -0.1 0.1 0.0 0.48
H -1.507 0.246 -0.334 0.1 0.1 -0.1 0.59
H -2.117 2.905 1.065 0.0 0.1 0.1 0.44
H -1.145 2.533 -2.934 -0.1 0.0 0.2 0.34
H 1.164 1.263 1.863 -0.1 0.1 0.1 0.61
H 3.227 0.345 2.886 0.0 0.0 0.1 0.44
H 5.183 -0.151 1.450 0.1 0.0 0.0 0.40
H 5.039 0.207 -0.977 0.1 0.0 -0.1 0.32
H 3.905 0.947 -2.748 -0.2 0.0 0.0 0.33
C 2.453 0.067 -4.445 -0.1 -0.2 -0.1 -1.71
H 1.628 -0.323 -5.032 0.1 0.1 0.0 0.36
H 2.944 0.852 -5.020 0.1 0.1 0.0 0.38
H 3.178 -0.726 -4.263 0.1 0.0 0.1 0.43
H -3.830 -0.476 -1.620 -0.1 0.0 0.1 0.22
H -3.931 0.926 -2.683 -0.1 0.1 0.0 0.25
H -4.781 -0.567 -3.112 -0.1 0.0 0.0 0.44


Record 4
60
Properties=species:S:1:pos:R:3:forces:R:3:mulliken_charge:R:1 method="wB97M-V/def2-TZVPD" energy_ha=-1734.8107 orbital_gap_ev=5.70 lumo_ev=-1.689 e_above_lowest_kj_mol=119.6
Au 0.355 -0.068 1.075 1.9 -0.3 -2.8 1.29
C -1.765 2.378 -0.898 -0.2 0.1 0.1 -0.40
C -1.549 3.350 0.268 0.2 -0.1 -0.1 -0.64
C -0.678 2.813 1.424 -0.6 0.3 0.1 -0.96
N 0.424 2.041 0.934 0.0 -1.5 0.4 -0.68
C 1.449 2.509 0.284 0.0 0.1 -0.4 1.28
C 1.710 3.901 0.159 0.0 -0.1 0.3 -0.73
C 2.409 4.574 -0.807 -0.1 -0.2 -0.2 -0.39
C 2.973 4.064 -1.979 0.1 -0.1 -0.3 -0.48
C 3.206 2.733 -2.277 0.1 0.7 0.1 -0.67
C 3.053 1.627 -1.462 -0.2 -0.4 0.4 -0.59
C 2.379 1.485 -0.236 0.1 0.4 -0.6 0.73
N 2.393 0.387 0.496 -1.2 -0.4 1.0 -0.42
C 3.387 -0.646 0.404 0.1 -0.6 0.0 -1.40
C 2.862 -1.979 -0.151 0.1 0.0 0.1 -0.14
C 1.811 -2.648 0.757 0.5 0.2 -0.1 -1.35
N 0.504 -2.089 0.542 -0.1 1.4 1.4 0.09
C -0.327 -2.508 -0.388 -0.4 -0.6 -0.9 0.94
C 0.037 -3.520 -1.308 0.3 0.8 0.7 -0.82
C -0.716 -4.245 -2.201 -0.9 -0.3 -0.2 -0.83
C -2.093 -4.280 -2.354 0.4 -0.2 -0.2 -0.49
C -3.025 -3.478 -1.702 0.2 0.1 0.0 -0.55
C -2.819 -2.389 -0.893 -0.1 0.0 0.2 -0.59
C -1.619 -1.789 -0.419 -0.2 0.1 -0.6 1.08
N -1.577 -0.564 0.028 1.1 0.1 0.8 0.16
C -2.695 0.281 0.320 -0.5 0.4 -0.1 -0.82
C -2.911 1.381 -0.729 0.2 -0.2 0.0 -1.12
H -0.842 1.832 -1.101 0.0 0.1 -0.2 0.11
H -1.991 2.979 -1.784 0.1 -0.1 0.0 0.39
H -2.516 3.653 0.675 0.0 0.1 0.0 0.49
H -1.062 4.239 -0.140 -0.1 0.0 0.1 0.37
H -1.246 2.136 2.062 0.0 0.2 0.1 0.16
H -0.345 3.654 2.046 0.0 -0.2 0.0 0.51
H 1.249 4.501 0.933 0.0 0.1 0.0 0.38
H 2.463 5.649 -0.691 -0.1 0.0 0.0 0.36
H 3.279 4.789 -2.722 0.0 0.0 0.0 0.34
H 3.634 2.536 -3.254 0.1 0.0 0.0 0.34
H 3.436 0.697 -1.865 0.0 0.0 0.0 0.27
H 3.745 -0.812 1.429 0.1 -0.1 -0.2 0.33
H 4.246 -0.328 -0.202 -0.2 0.1 0.2 0.51
H 3.716 -2.650 -0.270 0.0 0.0 0.0 0.42
H 2.421 -1.806 -1.137 0.1 -0.1 0.0 0.31
H 2.069 -2.463 1.803 0.0 -0.1 0.0 0.40
H 1.811 -3.735 0.612 -0.2 0.2 0.0 0.58
H 1.092 -3.755 -1.315 0.0 0.0 0.0 0.27
H -0.155 -4.927 -2.828 0.0 -0.1 0.0 0.35
H -2.483 -5.009 -3.052 0.0 0.0 0.0 0.32
H -4.062 -3.708 -1.915 0.0 0.1 0.0 0.36
H -3.718 -1.863 -0.602 0.0 0.0 0.1 0.29
H -2.472 0.737 1.287 -0.2 -0.1 0.0 0.04
H -3.629 -0.282 0.438 0.2 0.1 0.1 0.69
H -3.818 1.926 -0.457 -0.1 0.0 0.0 0.43
H -3.083 0.903 -1.698 -0.1 0.0 0.0 0.37
F -2.560 -2.026 2.516 0.0 0.1 0.0 -0.26
C -1.587 -2.251 3.425 -0.1 0.0 0.1 0.89
F -0.794 -3.205 2.886 0.2 0.1 0.1 -0.28
F -2.186 -2.813 4.485 0.1 0.2 0.1 -0.29
C -0.762 -0.935 3.792 -0.6 -1.0 0.1 0.26
O -0.122 -0.969 4.815 0.3 -0.1 0.3 -0.65
O -0.906 -0.015 2.943 -0.3 0.6 -0.1 -0.58